# C2H7O2

2 unconnected molecules or ions with the total composition C2H7O2 at a distorted geometry (ωB97M-V/def2-TZVPD, the Open Molecules 2025 dataset).

Output
* energy above the lowest of the compared OMol25 structures with the same formula, charge and spin: 152.6 kJ/mol
* net charge: +1
* highest occupied orbital energy: -16.53 eV
* Kohn-Sham gap: 10.39 eV

Geometry (Å):
1 O 0.81404 -0.85894 -1.60881
2 H 0.65260 -1.74886 -1.86897
3 H 1.77325 0.65292 0.70376
4 H 1.50593 -0.65646 -2.21312
5 C 0.74223 0.99077 0.89850
6 C -0.26499 -0.10521 0.60237
7 O -1.54402 0.16894 0.54926
8 H 0.87434 1.39959 2.00789
9 H 0.51490 2.00329 0.47441
10 H -0.19664 -1.17967 0.43254
11 H -2.14803 -0.26413 -0.06531

Löwdin atomic charge list, values in e, 4 entries: atom 1 (O): -0.008, atom 2 (H): 0.053, atom 3 (H): 0.099, atom 4 (H): 0.058